Molecular formula: C35H40ClIrN5OS7
Method: DFT, ωB97M-V/def2-TZVPD

Results
* E_tot: -5058.66959 Eh
* LUMO energy (alpha / beta): -0.21 / -2.07 eV

```
! RIJCOSX wB97M-V def2-TZVPD def2/J DEFGRID3
* xyz 0 2
Ir 2.4134 -0.6404 0.1159
Cl -3.1639 -0.2251 7.6266
S 1.8490 0.1507 2.2060
S 2.4441 -2.8918 0.9887
S 3.4496 0.9595 4.5935
S 4.6481 -0.6188 0.8012
S 2.6320 1.5707 -0.6808
S 5.9677 0.2564 3.3226
S 5.9824 1.3289 6.0843
O -4.5589 2.4319 -0.6585
N -1.7980 -0.5869 0.3740
N 0.3455 -0.4825 -0.2219
N 2.8910 -1.1990 -1.9568
N 0.1175 -3.0954 -1.3329
N -1.6049 0.3761 -0.5638
C 2.4934 -0.1121 -2.8759
C -3.2453 2.0187 1.2774
C -0.3237 0.4222 -0.9137
C 0.0985 -5.5342 -1.1622
C -1.8392 -0.1589 5.2687
C 4.3690 -1.3376 -2.0945
C -3.2605 2.0266 4.3336
C -1.9840 2.0250 2.1518
C -2.9306 4.8064 0.3799
C -2.8528 4.1502 -2.0025
C 0.6147 -4.3029 -0.7478
C -3.1897 2.3571 -0.2257
C -3.5371 1.5168 5.5918
C 3.3372 0.3400 2.9724
C 0.5024 -6.7269 -0.5948
C 4.5374 0.0039 2.3613
C 1.5910 -4.2669 0.2572
C -2.7163 1.1571 -1.0768
C 2.3440 -2.5281 -2.3684
C -1.3042 -3.1098 -1.6342
C 1.9952 -5.4914 0.8132
C -0.6024 -1.0800 0.5557
C -2.2787 1.4614 3.5229
C -2.8216 0.4224 6.0492
C 2.4056 1.1905 -2.3797
C -0.9459 3.5957 -0.5379
C 1.9163 1.9790 -4.6214
C -2.4753 3.7012 -0.5832
C 5.1808 0.8681 4.7481
C 1.4613 -6.6978 0.4094
C 2.3158 -0.3521 -4.2344
C 2.0197 0.6812 -5.1074
C -1.5765 0.3659 4.0112
C 0.8380 -2.6269 -2.5072
C 2.1091 2.2255 -3.2755
H -1.2873 -1.0123 5.6385
H 2.0356 3.2339 -2.8859
H -3.9591 2.7245 1.7119
H -2.3066 5.0653 -2.2395
H 2.7477 -5.4694 1.5916
H 1.6841 2.7967 -5.2913
H -4.9946 3.1382 -0.1702
H -2.6014 4.6345 1.4040
H 2.7933 -2.7860 -3.3291
H -0.6481 -5.5490 -1.9459
H -1.5973 3.0403 2.2671
H -2.5122 5.7607 0.0561
H -3.5623 0.4775 -1.1539
H -4.2983 1.9626 6.2169
H 4.7223 -2.0908 -1.3920
H 0.0936 1.0926 -1.6431
H -2.5830 3.4116 -2.7594
H -3.9177 4.3520 -2.0995
H -0.5535 3.1488 0.3732
H 4.8405 -0.3784 -1.8918
H 1.7959 -7.6145 0.8779
H 2.3962 -1.3534 -4.6336
H -0.5177 4.5966 -0.6222
H -2.4512 1.4800 -2.0815
H -3.8200 2.8880 3.9876
H 1.8717 0.4709 -6.1578
H -4.0174 4.9269 0.3871
H 2.7276 -3.2523 -1.6537
H 0.4288 -1.6517 -2.7881
H 0.0766 -7.6632 -0.9304
H -3.7160 1.0365 1.3588
H -1.8643 -3.5057 -0.7889
H 4.6115 -1.6461 -3.1144
H -0.3690 -1.8837 1.2350
H -0.8071 -0.0901 3.4018
H -1.5517 -3.6987 -2.5302
H -1.1807 1.4418 1.7024
H -0.5614 3.0280 -1.3868
H -1.6411 -2.0871 -1.8200
H 0.6336 -3.2989 -3.3593
*
```

Here are the Löwdin charges for atoms 1 to 6, given in e: 0.535 0.656 0.624 0.572 0.927 0.624

---

Molecular formula: C35H40CrGeN6PSSe
Method: DFT, ωB97M-V/def2-TZVPD

Results
* E_tot: -7948.33472 Eh
* LUMO energy (alpha / beta): -2.96 / -3.17 eV

```
! RIJCOSX wB97M-V def2-TZVPD def2/J DEFGRID3
* xyz 1 5
Se -1.4488 0.5052 2.1412
Ge 0.2472 1.2725 4.9256
Cr -0.9391 1.1026 -0.5618
S -2.8255 1.7027 -1.6983
P 1.3880 1.0292 -0.6745
N -0.5834 3.1742 -0.2531
N -2.2729 -0.9772 -2.1420
N -4.2072 -0.0498 -3.1491
N -1.2903 -0.7741 -1.3900
N -4.4364 -1.2179 -3.8107
N 1.7226 2.6927 -0.4069
C 1.6896 0.8619 -4.8159
C 2.6663 -1.2014 0.5852
C 2.6451 0.1745 0.3997
C 3.7285 0.8737 0.8552
C 4.7617 0.2834 1.5744
C -3.5250 -4.7090 -3.9487
C 3.7627 0.0920 -3.9245
C 1.9454 0.7101 -2.4242
C -1.3982 2.0365 5.6621
C 0.1910 -2.6129 -2.0771
C -3.7770 -5.2187 -2.6713
C -3.6615 -3.4207 -4.2887
C 3.2273 0.1669 -2.6128
C 1.8828 1.9812 5.4746
C 0.2240 1.3382 2.8984
C 1.1218 1.0380 -3.5213
C 0.1861 -3.6530 0.4853
C -0.4809 -2.4397 0.1894
C -3.1263 0.1037 -2.3950
C -0.4589 -1.9430 -1.0769
C -2.9185 1.7230 2.7077
C -4.1507 -4.2381 -1.6765
C -4.0358 -2.5163 -3.3919
C 0.3036 -0.6878 5.1207
C -4.2984 -2.9401 -2.0405
C 3.7144 -1.8391 1.2141
C 1.0480 -4.2475 -0.4955
C 1.0344 4.9660 -0.1069
C 0.0475 5.8684 0.2126
C 1.0377 -3.6535 -1.7348
C 3.0050 0.4946 -4.9873
C 0.6709 3.5774 -0.2580
C -1.5802 4.0848 0.1099
C -1.2789 5.4182 0.2550
C 4.7393 -1.0795 1.7630
H 2.5010 3.1218 -0.8087
H 3.7506 1.9419 0.6654
H -1.1952 2.2859 6.7184
H -3.7962 1.5450 2.0958
H 4.7674 -0.2764 -4.0727
H -2.6258 2.8089 2.5733
H 5.4583 0.9304 2.0736
H -3.6630 -6.2396 -2.5064
H 1.9756 2.1024 6.5579
H -0.0945 -1.0430 4.1669
H 0.1622 1.4108 -3.4662
H -4.8350 -2.2866 -1.4103
H -3.1109 1.5776 3.7467
H 2.6065 1.1957 5.1511
H 0.3022 6.8712 0.4606
H -2.0472 6.1246 0.5556
H -1.0506 -1.8874 0.8950
H 1.6565 -4.0204 -2.5010
H 1.3865 -1.0226 5.1963
H 5.5003 -1.6356 2.4085
H 3.8487 -0.1013 -1.7756
H 0.0977 -4.0846 1.4596
H -0.3055 -1.0367 5.9256
H -2.6143 3.6728 0.2788
H 3.3924 0.5466 -6.0187
H -5.2911 -1.2250 -4.3778
H 3.7158 -2.9387 1.2146
H -4.3810 -4.5662 -0.6884
H 0.1308 -2.3264 -3.1080
H -3.2533 -5.4157 -4.7183
H 0.4658 2.2285 2.3040
H -3.5719 -3.2639 -5.3597
H 1.5815 -5.2296 -0.3048
H 2.0254 5.1665 -0.3865
H 0.9480 0.6069 2.5988
H -2.2340 1.4120 5.6533
H -1.7406 2.9931 5.2520
H 1.0295 1.0191 -5.6513
H 2.2550 2.9982 5.0791
H 1.9554 -1.8125 0.0836
*
```

Here are the Löwdin charges for atoms 1 to 6, given in e: 0.904 0.758 0.129 0.617 1.025 -0.036

---

Molecular formula: C35H40F5InNO6PS3Te
Method: DFT, ωB97M-V/def2-TZVPD

Results
* E_tot: -4357.40613 Eh
* LUMO energy: 0.04 eV

```
! RIJCOSX wB97M-V def2-TZVPD def2/J DEFGRID3
* xyz 0 1
Te -1.6482 0.7510 -4.1388
In -0.2235 -0.1485 -0.9318
S 0.9696 0.4859 2.0940
S -2.5007 2.7183 -0.4632
S -3.2319 -3.9114 -1.1468
P 1.6089 -1.9920 -0.9191
F -1.8430 -0.9416 -4.8790
F -0.4029 1.1832 -5.4369
F -3.0837 0.4282 -2.9941
F -1.6730 2.5147 -3.5441
F -2.9219 1.2845 -5.3734
O -0.3872 0.1757 -2.9801
O 3.7159 0.9316 0.1113
O -1.5791 1.5449 -0.6477
O -0.2349 0.0104 1.2910
O 1.8530 2.8163 -3.1521
O 1.6269 0.9404 -0.6656
N -1.7522 -1.6116 -0.6326
C 1.5580 0.1056 4.7284
C 0.1206 -1.0454 6.2717
C -5.3180 0.1386 0.8234
C 2.8530 -2.2747 1.5853
C 2.8944 -2.7406 2.8943
C 3.0389 -0.9197 -1.2421
C -4.1217 0.6584 0.3438
C -4.0147 2.0273 0.1793
C 0.8608 -3.9719 2.5291
C 0.7779 2.2723 2.2849
C 2.3599 -4.5025 -1.9184
C 1.5591 -3.3717 -2.0719
C 3.0602 2.2084 -3.5554
C 1.3930 -5.4358 -3.9106
C -1.9055 3.5060 1.0508
C 2.2761 -5.5314 -2.8405
C -6.2541 2.3552 0.9435
C -2.3734 -2.5817 -0.8755
C -0.8193 -1.2335 5.2694
C 2.0450 3.8300 -2.1930
C 0.5984 -0.0747 3.7405
C 1.8128 -2.6631 0.7457
C -6.3746 0.9823 1.1285
C 0.6686 -3.2812 -3.1400
C -0.5850 -0.7475 3.9892
C 0.6805 4.3172 -1.7633
C 0.5906 -4.3158 -4.0615
C -5.0722 2.8856 0.4548
C 2.7274 1.0621 -4.4832
C 0.8103 -3.5099 1.2251
C 1.9020 -3.5857 3.3656
C -1.7786 2.5585 2.2447
C 2.8101 0.4263 -0.5271
C 1.3090 -0.3755 6.0030
C -0.4663 2.7748 3.0066
H 3.7046 -2.4363 3.5447
H -3.2960 0.0097 0.0845
H 3.6141 1.8641 -2.6711
H 3.0351 -4.5799 -1.0742
H -5.4195 -0.9321 0.9432
H -7.3046 0.5705 1.4979
H 0.0817 -4.6278 2.8953
H 2.4941 0.6035 4.5012
H -1.7377 -1.7657 5.4792
H -0.1075 -4.2468 -4.8848
H 2.8942 -6.4119 -2.7243
H 0.0963 3.4581 -1.4311
H 4.0032 -1.3449 -0.9707
H -0.3222 3.8455 3.1843
H -2.5797 4.3451 1.2341
H 1.6949 2.5822 2.7923
H -0.0668 -1.4293 7.2659
H -1.8324 1.5265 1.8996
H 0.8589 2.6199 1.2504
H 3.6385 0.5561 -4.8083
H -0.0133 -3.7975 0.5798
H 2.1971 1.4259 -5.3623
H 2.0689 0.3489 -3.9859
H -0.5297 2.3108 3.9930
H 3.0231 -0.7296 -2.3187
H -4.9804 3.9521 0.2822
H 3.6990 2.9424 -4.0677
H -2.6201 2.7112 2.9210
H 0.1483 4.7823 -2.5931
H 1.9348 -3.9412 4.3877
H 2.0457 -0.2399 6.7837
H -0.9437 3.9258 0.7475
H 0.7685 5.0426 -0.9501
H 0.0310 -2.4105 -3.2501
H 2.5957 3.4261 -1.3331
H 3.6211 -1.5947 1.2368
H -1.2914 -0.9005 3.1839
H -7.0861 3.0099 1.1665
H 2.6413 4.6491 -2.6205
H 1.3256 -6.2461 -4.6249
*
```

Here are the Löwdin charges for atoms 1 to 6, given in e: 1.778 0.538 1.061 1.067 0.557 1.069

---

So what do the calculations give for max |F|? Going down the list: 0.00288; 0.08182; 0.00514 hartree/bohr.